ORCA calculation (the ωB97M-V functional and the def2-TZVPD basis) on a molecular structure, C41H37N9O2S2SbY at a distorted geometry.

Each line ends with the Löwdin charge.
CARTESIAN COORDINATES (ANGSTROEM)
Sb (1.62, -1.55, -2.48)  1.43
Y (-0.44, 0.44, -0.22)  1.22
S (0.99, -1.68, -0.22)  0.16
S (-3.94, -3.04, -1.37)  1.12
O (0.29, 0.90, -2.09)  -0.32
O (0.37, 2.81, -3.24)  0.11
N (0.01, 1.47, 4.19)  0.00
N (-0.42, 1.23, 6.52)  -0.06
N (-2.39, 1.55, -0.76)  0.04
N (-4.56, 1.74, -1.21)  0.21
N (-0.49, 1.07, 2.08)  -0.03
N (-1.72, 1.99, 8.06)  0.08
N (-2.33, -1.17, -0.74)  -0.05
N (1.76, 1.76, -0.07)  -0.02
N (-0.92, 2.33, 7.16)  0.05
C (5.38, 0.62, -1.99)  -0.06
C (-0.79, 2.50, 3.79)  -0.02
C (-1.63, -2.08, 7.65)  -0.07
C (-2.43, -2.46, -0.84)  -0.45
C (3.58, -5.15, -3.98)  -0.06
C (1.72, 2.65, -1.25)  -0.13
C (-0.25, -0.66, -4.83)  -0.10
C (-1.12, -0.91, -5.88)  -0.05
C (0.17, 0.63, 3.15)  -0.33
C (-2.48, -1.57, 8.64)  -0.07
C (-1.71, -2.15, -6.02)  -0.05
C (-4.50, -1.42, -1.45)  -0.29
C (-3.51, -0.55, -1.08)  -0.30
C (-1.90, 4.01, -0.62)  -0.02
C (-1.11, 2.24, 2.49)  -0.11
C (3.22, -0.10, -2.72)  -0.33
C (5.33, 1.67, -2.89)  -0.05
C (-3.52, 0.90, -1.03)  -0.23
C (-0.56, -2.93, -4.06)  -0.14
C (4.23, 1.81, -3.73)  -0.06
C (-3.88, 5.37, -0.99)  -0.05
C (-4.09, 3.03, -1.07)  -0.16
C (-4.70, 4.27, -1.15)  0.01
C (-1.45, -3.16, -5.10)  -0.06
C (-2.51, 5.24, -0.73)  -0.05
C (3.79, -5.24, -1.59)  -0.06
C (0.93, -0.64, 3.22)  0.00
C (-0.86, -1.25, 6.86)  -0.02
C (3.17, 0.91, -3.66)  -0.12
C (-2.59, -0.23, 8.90)  0.01
C (4.32, -0.27, -1.88)  -0.12
C (0.71, 2.12, -2.31)  -0.65
C (3.05, -4.08, -1.48)  -0.15
C (-0.98, 0.11, 7.08)  -0.16
C (4.06, -5.77, -2.84)  -0.05
C (0.58, 1.36, 5.52)  -0.05
C (-2.71, 2.89, -0.80)  -0.22
C (2.60, -3.44, -2.62)  -0.37
C (-1.83, 0.63, 8.09)  -0.21
C (2.85, -3.97, -3.87)  -0.12
C (0.03, -1.69, -3.94)  -0.32
H (-1.32, -0.13, -6.60)  0.12
H (6.25, 0.49, -1.36)  0.12
H (2.42, 1.00, -0.26)  0.06
H (-2.35, -2.35, -6.87)  0.12
H (-1.62, -3.13, -0.61)  0.06
H (-1.91, 6.14, -0.63)  0.12
H (4.65, -6.67, -2.94)  0.12
H (-0.19, -1.65, 6.11)  0.09
H (1.26, 0.50, 5.56)  0.14
H (4.20, 2.61, -4.45)  0.12
H (2.48, -3.47, -4.75)  0.10
H (-5.52, 1.48, -1.41)  0.18
H (-1.91, -4.13, -5.21)  0.11
H (-0.32, -3.73, -3.37)  0.11
H (1.93, -0.49, 3.63)  0.10
H (-1.73, 2.82, 1.83)  0.09
H (-1.07, 3.29, 4.45)  0.13
H (3.77, -5.57, -4.96)  0.11
H (4.14, -5.74, -0.71)  0.11
H (4.36, -1.11, -1.19)  0.11
H (-3.07, -2.28, 9.21)  0.11
H (2.69, 2.73, -1.75)  0.11
H (-5.51, -1.21, -1.76)  0.09
H (6.14, 2.38, -2.95)  0.12
H (1.03, -1.08, 2.23)  -0.02
H (-0.85, 3.90, -0.42)  0.10
H (1.13, 2.29, 5.74)  0.15
H (-3.22, 0.17, 9.67)  0.12
H (2.33, 1.02, -4.32)  0.10
H (-1.56, -3.15, 7.50)  0.11
H (0.19, 0.32, -4.71)  0.09
H (2.83, -3.66, -0.50)  0.05
H (0.40, -1.36, 3.85)  0.09
H (-5.75, 4.38, -1.34)  0.12
H (-4.31, 6.36, -1.06)  0.12
H (1.42, 3.66, -0.96)  0.12
H (2.16, 2.29, 0.70)  0.11

LUMO level	-5.1	eV
electronic energy	-3302.56203	Ha
HOMO energy	-12.787	eV
charge	+2
HOMO-LUMO gap	0.28119	hartree